The following is a quantum chemistry calculation of 9 unconnected molecules or ions with the total composition C36H45F27O18 at a distorted geometry, from the OMol25 dataset.

E_LUMO = 0.50 eV
Energy relative to the best compared isomer or geometry (same formula, charge and spin) = 263.1 kJ/mol
SMILES string = CCOC(=O)C(F)(F)F.CCOC(=O)C(F)(F)F.CCOC(=O)C(F)(F)F.CCOC(=O)C(F)(F)F.CCOC(=O)C(F)(F)F.CCOC(=O)C(F)(F)F.CCOC(=O)C(F)(F)F.CCOC(=O)C(F)(F)F.CCOC(=O)C(F)(F)F
Spin multiplicity = 1

```
126
Properties=species:S:1:pos:R:3:forces:R:3
C -16.859704 -12.756784 -2.781568 1.00 1.29 -0.01
C -17.834909 -13.787315 -2.371952 0.43 -2.07 -0.51
O -19.142078 -13.244153 -2.371945 0.03 0.42 1.34
C -19.550562 -12.774299 -1.187839 -1.49 0.03 -0.99
O -19.053190 -12.688906 -0.107268 0.67 -0.07 -0.71
C -21.052129 -12.473896 -1.403557 -0.06 1.13 -0.60
F -21.381670 -11.843466 -2.578092 0.64 -0.80 0.71
F -21.713667 -13.611588 -1.331571 -0.44 -1.02 -0.42
F -21.492404 -11.714584 -0.444117 -0.42 1.01 1.12
H -16.868246 -11.947145 -2.032294 -0.02 -0.07 -0.43
H -17.091205 -12.359452 -3.778645 -0.13 0.03 0.34
H -15.817756 -13.090309 -2.836635 -0.27 -0.35 0.14
H -17.629156 -14.264089 -1.402825 0.03 0.41 -0.21
H -17.903779 -14.603861 -3.109721 0.17 0.26 0.23
C -19.675911 -21.566284 6.911137 1.98 -0.78 -0.79
C -20.058845 -20.634529 5.748761 0.85 -0.23 1.77
O -18.854973 -20.178667 5.021342 -0.71 -1.04 0.68
C -18.586199 -18.914879 4.876764 -0.55 1.47 0.65
O -19.227546 -17.946814 5.207833 0.21 -0.66 -0.07
C -17.262829 -18.777475 4.122885 0.25 1.12 -0.32
F -16.248632 -19.386168 4.714737 0.20 -0.28 0.27
F -17.464029 -19.315334 2.931389 0.22 -0.43 -0.94
F -16.899802 -17.485848 3.926400 -0.42 -0.69 0.33
H -18.878882 -21.139095 7.552758 -0.30 -0.19 -0.49
H -19.329771 -22.572056 6.507631 -0.20 1.25 0.54
H -20.488069 -21.777627 7.574763 -0.84 0.09 0.12
H -20.645554 -19.829731 6.174991 0.08 0.47 -0.68
H -20.595602 -21.249520 5.083288 -0.85 -0.09 -1.19
C -23.785203 -16.022610 -1.458920 0.22 0.23 -0.77
C -23.114536 -17.019636 -0.544537 -1.44 0.65 0.59
O -21.763372 -16.613994 -0.422007 1.29 -0.17 0.38
C -20.721134 -17.432601 -0.479595 -0.05 -0.44 -0.88
O -20.639772 -18.591265 -0.809083 -0.36 1.21 0.68
C -19.449902 -16.612806 -0.111477 -0.57 -0.16 2.87
F -18.531889 -16.632172 -1.032474 0.50 -0.17 -0.31
F -19.717430 -15.323577 0.226446 0.34 -1.06 -0.43
F -18.954722 -17.212014 1.079051 -0.40 0.86 -1.87
H -23.338963 -16.135941 -2.478917 -0.56 0.26 0.72
H -23.590268 -14.996696 -1.101549 -0.25 -0.47 -0.21
H -24.870273 -16.221192 -1.486286 0.48 0.14 -0.09
H -23.230968 -18.012830 -0.946227 0.29 -0.42 0.26
H -23.577854 -16.866699 0.465769 0.48 -0.70 -0.66
C -28.116989 -21.028394 3.571576 1.31 -1.15 1.74
C -29.023074 -20.104857 2.893572 -0.90 0.83 -1.03
O -28.280709 -19.162362 2.021263 -0.30 -0.33 1.20
C -29.025333 -18.118332 1.717089 2.47 0.12 -1.16
O -30.177489 -17.986903 1.899392 -1.84 0.49 0.31
C -28.159202 -16.966925 1.051197 -0.85 -1.74 0.32
F -28.111977 -15.995938 1.910908 0.44 1.52 1.38
F -26.900121 -17.320379 0.742868 -0.39 -0.02 -0.28
F -28.810534 -16.512724 -0.003781 0.17 -0.02 -1.00
H -28.820451 -21.613484 4.252423 1.18 0.45 -0.68
H -27.365647 -20.449139 4.245879 -1.20 -1.13 -1.18
H -27.590150 -21.741332 2.887430 -0.38 0.67 0.66
H -29.547285 -19.542144 3.690361 0.01 0.03 -0.86
H -29.740535 -20.610041 2.211928 0.28 0.28 0.68
C -22.012725 -15.153053 3.007592 -2.19 1.07 0.49
C -21.943206 -16.560291 3.538154 -1.95 0.53 0.32
O -23.232794 -16.741279 4.357122 0.36 -0.32 -0.60
C -23.544578 -17.972962 4.697551 0.84 -0.90 1.40
O -22.787007 -18.926240 4.794128 -1.06 1.18 -0.65
C -25.074372 -18.160139 5.142058 1.19 0.34 -3.12
F -25.485467 -17.303591 6.039221 -0.27 -0.05 0.26
F -25.810415 -17.954716 3.939799 0.63 -0.43 1.98
F -25.235747 -19.417585 5.527935 -0.50 0.47 0.12
H -21.305634 -14.970579 2.283960 2.48 0.11 -1.34
H -21.928486 -14.334716 3.747769 0.05 -0.74 -0.07
H -22.887209 -14.861170 2.367833 -0.02 -0.89 0.97
H -21.080639 -16.719396 4.165461 0.07 -0.29 0.26
H -22.055933 -17.315296 2.766204 0.40 -0.05 -0.12
C -24.708142 -22.096870 2.528231 -1.12 -0.98 0.21
C -24.849140 -20.654981 2.165548 -1.22 0.35 -1.43
O -24.613874 -20.508615 0.649878 -0.11 0.29 1.94
C -25.701348 -20.554387 -0.099283 2.11 0.20 0.10
O -26.793635 -20.873300 0.193725 -1.77 -0.46 0.41
C -25.303179 -20.108743 -1.500158 0.45 0.62 -1.33
F -24.074989 -20.506305 -1.866510 -0.23 0.25 0.47
F -26.133468 -20.575839 -2.412197 -0.62 -0.29 -0.25
F -25.357144 -18.745972 -1.597618 0.11 -0.60 0.31
H -23.754815 -22.445040 2.176008 0.35 -0.36 -0.13
H -25.546542 -22.746871 2.093299 1.18 1.00 0.56
H -24.709362 -22.215660 3.631402 -0.09 0.11 -0.56
H -24.119197 -20.009907 2.654696 0.06 -0.10 -0.35
H -25.882034 -20.275575 2.329110 0.85 -0.11 -0.03
C -24.990680 -16.989771 -6.636095 0.43 -0.89 0.57
C -24.489128 -17.125726 -5.177187 0.34 0.69 -0.22
O -23.032010 -16.948599 -5.206382 0.14 0.03 -0.38
C -22.345273 -17.746120 -4.416716 0.86 0.44 -0.55
O -22.793741 -18.481945 -3.600603 0.13 -0.74 0.63
C -20.779738 -17.565649 -4.633522 -0.25 1.55 0.41
F -20.188493 -18.504700 -5.356057 -0.31 -0.44 0.37
F -20.508850 -16.393935 -5.236010 -0.32 -0.07 -0.24
F -20.198564 -17.453451 -3.419984 -0.15 -0.73 -0.32
H -24.773675 -16.006557 -7.088785 -0.39 -0.35 0.48
H -26.065908 -17.235097 -6.560993 0.39 0.39 -0.53
H -24.481528 -17.747612 -7.287036 -0.54 0.50 0.65
H -24.642188 -18.127715 -4.729853 -0.43 0.74 -0.30
H -24.858763 -16.291650 -4.514972 0.11 -1.07 -0.62
C -19.724827 -22.358215 -0.313368 2.01 1.12 -0.86
C -19.359319 -21.976079 1.119974 -1.84 0.74 -0.28
O -19.439954 -23.246911 1.808857 0.99 0.35 0.81
C -20.492597 -23.519334 2.538245 2.63 -1.82 -0.77
O -21.491754 -22.939429 2.581162 -3.57 2.23 0.66
C -20.276424 -24.875837 3.200367 1.67 -1.24 -0.03
F -19.273763 -24.860868 4.118959 -0.36 0.35 -0.40
F -21.329557 -25.367503 3.789310 -1.00 0.10 0.36
F -19.905385 -25.752299 2.235325 -0.10 0.17 0.23
H -20.602429 -22.970891 -0.277352 -0.67 -0.01 -0.22
H -18.905772 -22.964631 -0.717885 -0.20 -0.17 0.08
H -19.782036 -21.498463 -1.033095 -0.41 -0.60 0.94
H -20.139758 -21.232957 1.479307 0.93 -1.06 0.03
H -18.370788 -21.589439 1.364639 -0.02 -0.06 -0.52
C -18.548739 -14.403722 4.234700 -0.75 0.04 1.69
C -17.940490 -13.306583 3.441377 0.44 0.77 -0.71
O -18.185275 -12.027844 4.147853 0.51 -1.43 -0.50
C -19.340148 -11.464145 3.892253 -0.10 0.89 0.35
O -20.169317 -11.782322 3.095667 -0.29 -0.04 0.18
C -19.375770 -10.153958 4.765180 0.64 -0.84 0.47
F -20.169122 -9.252501 4.280343 -1.10 0.84 -0.84
F -19.705142 -10.323113 6.057042 -0.31 -0.69 -0.02
F -18.141087 -9.675254 4.776918 0.84 0.69 -0.11
H -18.589277 -15.395341 3.832502 0.10 -0.34 -0.77
H -19.550576 -14.113294 4.549682 -0.40 -0.05 -0.58
H -18.113113 -14.524398 5.224485 0.75 0.11 -0.04
H -18.276631 -13.219026 2.407935 -0.70 0.02 0.20
H -16.868212 -13.357357 3.299201 0.32 -0.05 0.65
```
Forces are in eV/Å.

These are the Mulliken partial charges, in e, on atoms 1 to 99:
1 C -1.302
2 C 0.045
3 O -0.250
4 C 0.346
5 O -0.544
6 C 0.835
7 F -0.276
8 F -0.163
9 F -0.256
10 H 0.301
11 H 0.298
12 H 0.405
13 H 0.209
14 H 0.277
15 C -1.321
16 C 0.211
17 O -0.304
18 C 0.551
19 O -0.663
20 C 0.884
21 F -0.271
22 F -0.202
23 F -0.248
24 H 0.367
25 H 0.226
26 H 0.405
27 H 0.207
28 H 0.131
29 C -0.942
30 C -0.288
31 O 0.076
32 C 0.578
33 O -0.592
34 C 0.652
35 F -0.206
36 F -0.174
37 F -0.223
38 H -0.065
39 H 0.334
40 H 0.373
41 H 0.275
42 H 0.112
43 C -0.567
44 C -0.419
45 O -0.013
46 C 0.226
47 O -0.506
48 C 0.917
49 F -0.268
50 F -0.206
51 F -0.281
52 H 0.408
53 H 0.026
54 H 0.062
55 H 0.406
56 H 0.253
57 C -1.271
58 C 0.721
59 O -0.370
60 C 0.314
61 O -0.424
62 C 0.841
63 F -0.243
64 F -0.224
65 F -0.233
66 H 0.188
67 H 0.364
68 H 0.353
69 H 0.056
70 H 0.023
71 C -1.321
72 C 1.460
73 O -0.121
74 C 0.121
75 O -0.530
76 C 0.988
77 F -0.227
78 F -0.285
79 F -0.248
80 H 0.373
81 H 0.289
82 H 0.364
83 H -0.401
84 H -0.525
85 C -1.241
86 C -0.071
87 O -0.281
88 C 0.588
89 O -0.457
90 C 0.705
91 F -0.270
92 F -0.262
93 F -0.144
94 H 0.316
95 H 0.379
96 H 0.307
97 H 0.293
98 H 0.220
99 C -1.094